No. 1
Computed, not measured: 17 unconnected molecules or ions with the total composition CH33O19 in a non-equilibrium geometry, with ωB97M-V with the def2-TZVPD basis set.

Values from the calculation:
Kohn-Sham gap ... 9.632 eV

```
! wB97M-V def2-TZVPD RIJCOSX def2/J DEFGRID3
* xyz -1 1
C -21.527 -6.863 1.202
O -22.654 -6.325 1.246
O -20.421 -6.086 1.051
O -21.348 -8.093 1.298
H -20.520 -5.218 0.928
O -18.241 -4.376 -0.003
H -17.758 -3.909 -0.683
H -17.667 -4.250 0.662
O -23.578 -9.673 1.280
H -23.125 -8.821 1.194
H -24.466 -9.440 1.426
O -25.655 -6.529 1.488
H -25.013 -6.749 2.191
H -25.293 -6.738 0.652
O -22.419 -5.063 -1.171
H -21.781 -5.538 -1.680
H -22.595 -5.765 -0.545
O -21.942 -9.780 -0.880
H -22.754 -9.768 -0.340
H -21.255 -10.225 -0.412
O -18.444 -5.258 3.055
H -17.513 -5.163 3.341
H -18.547 -6.200 3.070
O -21.217 -8.343 3.968
H -21.194 -7.394 3.995
H -21.478 -8.522 3.074
O -18.926 -8.512 2.553
H -19.784 -8.296 2.218
H -18.384 -8.163 1.900
O -20.182 -10.905 2.921
H -19.712 -10.025 2.896
H -21.097 -10.686 3.027
O -21.159 -2.474 -0.031
H -20.926 -2.684 0.865
H -21.644 -3.144 -0.445
O -23.983 -7.141 3.473
H -23.304 -6.778 2.892
H -24.138 -6.417 4.057
O -22.824 -3.527 2.186
H -22.257 -3.505 2.992
H -22.761 -4.397 1.917
O -17.340 -7.108 0.636
H -17.616 -7.501 -0.163
H -17.970 -6.429 0.756
O -19.153 -8.865 -0.407
H -18.951 -8.922 -1.337
H -20.029 -8.452 -0.326
O -24.347 -7.352 -0.879
H -24.977 -8.094 -0.821
H -24.927 -6.657 -1.127
O -19.802 -2.957 2.419
H -19.600 -3.862 2.754
H -20.412 -2.521 2.965
*
```

=====

No. 2
Computed, not measured: 8 unconnected molecules or ions with the total composition C49H111F6N6OP in a non-equilibrium geometry, with ωB97M-V with the def2-TZVPD basis set.

Values from the calculation:
Kohn-Sham gap (spin up / spin down) ... 10.081 / 6.694 eV
⟨S²⟩ ... 0.75

```
! wB97M-V def2-TZVPD RIJCOSX def2/J DEFGRID3
* xyz 5 2
C -0.050 -0.449 -0.198
O 0.956 0.395 0.291
H -0.628 -0.076 -1.044
H 0.246 -1.422 -0.590
H -0.778 -0.631 0.592
C 0.271 -3.203 -3.684
C -0.557 -2.507 -4.738
C -0.470 -0.992 -4.402
N -1.744 -0.144 -4.768
C -2.012 -0.358 -6.232
C -1.482 1.334 -4.388
C -2.285 1.557 -3.129
C -3.587 0.845 -3.538
C -2.982 -0.494 -3.933
H -0.062 -3.117 -2.650
H 1.277 -2.808 -3.541
H 0.444 -4.270 -3.827
H -1.537 -2.893 -4.458
H -0.433 -2.720 -5.800
H 0.395 -0.487 -4.833
H -0.331 -0.811 -3.336
H -2.954 0.084 -6.556
H -2.019 -1.436 -6.395
H -1.181 0.105 -6.764
H -1.921 1.900 -5.209
H -0.425 1.603 -4.411
H -2.438 2.603 -2.864
H -1.749 1.143 -2.274
H -4.038 1.380 -4.373
H -4.285 0.765 -2.705
H -3.655 -1.025 -4.606
H -2.683 -1.031 -3.032
C 2.981 -3.491 -0.046
C 3.308 -4.916 -0.598
C 2.552 -5.352 -1.869
N 2.612 -6.934 -2.176
C 4.044 -7.274 -2.821
C 2.220 -7.929 -0.993
C 0.649 -7.770 -1.018
C 0.249 -7.571 -2.449
C 1.549 -7.244 -3.213
H 3.253 -2.748 -0.796
H 3.359 -3.291 0.956
H 1.898 -3.404 0.041
H 3.041 -5.541 0.255
H 4.352 -5.002 -0.897
H 2.958 -4.848 -2.746
H 1.492 -5.101 -1.893
H 4.709 -6.891 -2.047
H 4.144 -6.556 -3.635
H 4.009 -8.312 -3.152
H 2.492 -8.884 -1.443
H 2.743 -7.649 -0.079
H 0.095 -8.570 -0.527
H 0.542 -6.878 -0.401
H -0.094 -8.480 -2.945
H -0.485 -6.801 -2.684
H 1.941 -8.108 -3.749
H 1.452 -6.384 -3.876
C 1.549 1.845 7.859
C 1.740 1.379 6.441
C 1.121 -0.016 6.203
N 1.283 -0.371 4.685
C 0.258 0.401 3.779
C 0.990 -1.939 4.521
C 1.544 -2.349 3.135
C 2.613 -1.355 2.884
C 2.636 -0.326 4.019
H 0.497 1.879 8.142
H 1.989 2.831 8.008
H 1.977 1.192 8.619
H 2.778 1.446 6.116
H 1.130 2.104 5.902
H 0.049 0.033 6.392
H 1.648 -0.865 6.638
H -0.690 0.287 4.305
H 0.142 0.094 2.739
H 0.405 1.477 3.690
H -0.045 -2.113 4.816
H 1.631 -2.429 5.254
H 0.867 -2.365 2.281
H 1.800 -3.405 3.225
H 2.495 -0.967 1.873
H 3.546 -1.918 2.904
H 2.793 0.720 3.755
H 3.334 -0.503 4.838
C -3.023 8.951 -0.714
C -2.471 7.666 -0.130
C -0.927 7.666 -0.108
N -0.175 6.368 0.348
C 1.340 6.612 0.402
C -0.556 5.082 -0.547
C -0.933 3.996 0.463
C -0.574 4.479 1.792
C -0.626 6.053 1.765
H -2.931 8.877 -1.797
H -2.437 9.772 -0.300
H -4.046 9.136 -0.385
H -2.916 6.787 -0.596
H -2.847 7.559 0.888
H -0.568 8.328 0.680
H -0.427 7.816 -1.065
H 1.638 7.491 0.973
H 1.641 6.624 -0.646
H 1.786 5.761 0.917
H 0.342 4.906 -1.140
H -1.401 5.340 -1.185
H -0.547 2.987 0.321
H -2.018 4.082 0.530
H 0.403 4.105 2.096
H -1.380 4.131 2.439
H 0.069 6.549 2.442
H -1.650 6.349 1.995
C 1.599 3.825 -3.688
C 2.742 3.015 -3.094
C 2.760 2.937 -1.530
N 3.959 2.087 -0.996
C 3.837 0.607 -1.534
C 5.325 2.841 -1.267
C 5.877 3.382 0.027
C 4.700 3.430 0.936
C 3.964 2.123 0.617
H 1.577 3.636 -4.761
H 1.685 4.898 -3.515
H 0.625 3.618 -3.243
H 3.690 3.479 -3.365
H 2.570 2.024 -3.516
H 1.845 2.455 -1.184
H 2.722 3.924 -1.070
H 2.814 0.236 -1.470
H 4.475 -0.101 -1.004
H 4.285 0.576 -2.527
H 5.961 2.076 -1.711
H 5.320 3.638 -2.011
H 6.658 2.830 0.548
H 6.214 4.408 -0.127
H 4.960 3.346 1.992
H 4.045 4.277 0.731
H 4.418 1.229 1.044
H 2.898 2.134 0.843
C -5.996 -4.143 2.276
C -5.738 -2.726 1.549
C -4.617 -1.892 2.225
N -4.620 -0.355 1.957
C -5.909 0.321 2.390
C -4.234 -0.051 0.483
C -3.760 1.378 0.532
C -2.923 1.415 1.723
C -3.413 0.352 2.682
H -6.544 -3.853 3.173
H -5.028 -4.493 2.633
H -6.409 -4.935 1.653
H -6.668 -2.163 1.464
H -5.482 -2.977 0.520
H -3.641 -2.278 1.930
H -4.591 -1.906 3.315
H -6.730 0.102 1.706
H -5.683 1.387 2.402
H -6.170 -0.043 3.384
H -5.125 -0.237 -0.117
H -3.387 -0.704 0.273
H -4.541 2.135 0.601
H -3.257 1.692 -0.383
H -2.994 2.369 2.244
H -1.896 1.335 1.369
H -3.760 0.883 3.568
H -2.653 -0.360 3.006
P -1.403 -4.640 0.838
F -1.508 -3.590 -0.401
F -1.398 -5.952 -0.171
F 0.214 -4.521 0.962
F -1.436 -5.660 2.089
F -1.435 -3.362 1.887
F -3.004 -4.614 0.844
*
```

=====

| no. | E_tot (Ha) |
| --- | --- |
| 1 | -1487.5684 |
| 2 | -3276.1366 |